No. 1
{"formula": "C18H28Cl2N3OP2Yb", "method": "ωB97M-V/def2-TZVPD", "fmax_ev_per_a": 5.876, "multiplicity": 2, "homo_ev": [-13.963, -13.963], "gap_ha": [0.135, 0.135], "total_charge": 2, "s2": 0.75, "species": ["C", "C", "H", "H", "H", "O", "Cl", "Yb", "P", "C", "C", "H", "H", "H", "H", "H", "H", "C", "H", "H", "H", "P", "C", "C", "H", "H", "H", "C", "H", "H", "H", "H", "H", "H", "Cl", "N", "C", "C", "C", "C", "C", "C", "C", "N", "C", "C", "N", "C", "H", "H", "H", "H", "H", "H", "H"], "xyz": [[-2.196, -1.860, -1.411], [-0.833, -2.046, -0.958], [-2.563, -2.890, -1.447], [-2.157, -1.350, -2.397], [-2.816, -1.223, -0.732], [0.110, -2.740, -0.858], [-1.845, 1.343, -1.104], [0.222, 0.215, 0.176], [1.263, 0.472, -2.162], [2.817, -0.436, -2.176], [0.289, 0.012, -3.595], [0.909, 0.350, -4.428], [1.966, 2.427, -3.236], [-0.676, 0.531, -3.516], [0.709, 2.802, -1.967], [2.609, -1.505, -2.033], [0.137, -1.074, -3.574], [1.626, 2.244, -2.213], [3.258, -0.209, -3.147], [2.381, 2.499, -1.457], [3.475, -0.113, -1.362], [-1.391, -0.140, 2.151], [-0.434, -1.103, 3.337], [-1.556, 1.529, 2.826], [-3.560, -0.280, 1.215], [-3.414, -0.860, 2.949], [-2.861, -1.903, 1.553], [-3.003, -0.887, 1.939], [-1.733, 2.238, 2.001], [-2.402, 1.477, 3.516], [-1.067, -1.145, 4.225], [0.524, -0.609, 3.541], [-0.606, 1.810, 3.303], [-0.231, -2.102, 2.928], [0.978, 2.315, 1.147], [7.914, -1.513, 8.076], [7.220, -1.446, 7.144], [6.376, -1.326, 5.967], [5.302, -2.196, 5.740], [4.473, -2.047, 4.612], [4.740, -1.010, 3.705], [5.828, -0.154, 3.918], [6.634, -0.304, 5.046], [3.921, -0.754, 2.597], [4.185, 0.253, 1.656], [3.076, 0.373, 0.878], [2.163, -0.606, 1.239], [2.678, -1.261, 2.290], [5.111, -2.991, 6.460], [3.634, -2.728, 4.450], [6.056, 0.666, 3.234], [7.459, 0.380, 5.214], [5.069, 0.844, 1.664], [2.943, 1.157, 0.133], [2.137, -2.081, 2.808]]}



No. 2
{"formula": "C18H28ClFN2O", "method": "ωB97M-V/def2-TZVPD", "fmax_ev_per_a": 0.636, "homo_ev": -8.424, "gap_ha": 0.336, "de_lowest_ev": 0.005, "species": ["C", "C", "C", "C", "C", "N", "C", "C", "N", "C", "C", "C", "F", "C", "C", "C", "C", "Cl", "C", "C", "C", "C", "O", "H", "H", "H", "H", "H", "H", "H", "H", "H", "H", "H", "H", "H", "H", "H", "H", "H", "H", "H", "H", "H", "H", "H", "H", "H", "H", "H", "H"], "xyz": [[-2.615, -2.914, -1.490], [-3.089, -2.463, -0.110], [-2.405, -3.286, 0.981], [-2.897, -0.954, 0.102], [-1.453, -0.475, -0.070], [-1.332, 0.934, 0.298], [-1.175, 1.137, 1.724], [0.184, 0.632, 2.255], [1.133, 0.573, 1.159], [2.486, 0.310, 1.614], [3.347, -0.115, 0.457], [4.420, 0.650, 0.016], [4.711, 1.797, 0.665], [5.210, 0.292, -1.061], [4.920, -0.878, -1.739], [3.861, -1.672, -1.336], [3.090, -1.288, -0.251], [1.790, -2.299, 0.238], [1.019, 1.757, 0.331], [-0.317, 1.689, -0.439], [-0.829, 3.099, -0.770], [-2.114, 3.057, -1.601], [-3.219, 2.615, -0.860], [-2.912, -3.945, -1.669], [-3.052, -2.292, -2.268], [-1.532, -2.858, -1.563], [-4.167, -2.653, -0.044], [-2.666, -4.337, 0.876], [-2.720, -2.954, 1.968], [-1.324, -3.202, 0.915], [-3.529, -0.414, -0.606], [-3.246, -0.704, 1.106], [-1.175, -0.577, -1.120], [-0.773, -1.097, 0.519], [-1.272, 2.209, 1.915], [-1.988, 0.635, 2.250], [0.089, -0.374, 2.673], [0.532, 1.303, 3.062], [2.437, -0.509, 2.339], [2.934, 1.185, 2.114], [6.030, 0.929, -1.352], [5.522, -1.174, -2.584], [3.629, -2.587, -1.857], [1.847, 1.781, -0.379], [1.069, 2.678, 0.940], [-0.143, 1.168, -1.386], [-0.055, 3.630, -1.326], [-1.030, 3.651, 0.150], [-1.957, 2.409, -2.479], [-2.364, 4.060, -1.960], [-2.909, 1.844, -0.350]]}



No. 3
{"formula": "C18H28F6N7O5S4V", "method": "ωB97M-V/def2-TZVPD", "fmax_ev_per_a": 6.707, "multiplicity": 2, "homo_ev": [-3.548, -3.514], "gap_ha": [0.219, 0.210], "total_charge": -1, "s2": 0.96, "species": ["V", "N", "C", "S", "N", "N", "C", "C", "C", "C", "C", "C", "N", "H", "H", "H", "H", "H", "H", "H", "C", "C", "N", "C", "C", "S", "C", "C", "N", "H", "H", "H", "H", "H", "H", "H", "H", "H", "H", "H", "H", "H", "H", "C", "C", "C", "O", "H", "H", "H", "H", "H", "H", "H", "F", "C", "F", "F", "S", "O", "O", "N", "S", "O", "O", "C", "F", "F", "F"], "xyz": [[1.688, 0.018, -0.286], [5.113, 1.698, 1.943], [4.166, 1.186, 1.087], [3.092, -0.036, 1.697], [4.165, 1.544, -0.153], [3.193, 0.977, -0.909], [3.485, 0.841, -2.203], [2.442, 0.358, -3.000], [2.524, 0.054, -4.378], [1.411, -0.402, -5.033], [0.208, -0.527, -4.324], [0.197, -0.219, -2.974], [1.268, 0.189, -2.305], [4.856, 1.622, 2.915], [5.464, 2.606, 1.678], [4.476, 1.087, -2.579], [3.473, 0.169, -4.880], [1.452, -0.665, -6.080], [-0.689, -0.879, -4.810], [-0.716, -0.308, -2.405], [-1.514, 2.228, 1.291], [-1.377, 1.010, 2.231], [0.021, 0.727, 2.471], [0.619, 1.268, 3.658], [0.824, 2.783, 3.581], [1.857, 3.321, 2.159], [0.715, 4.299, 1.118], [0.096, 3.518, -0.050], [-0.389, 2.232, 0.377], [-1.521, 3.160, 1.861], [-2.474, 2.170, 0.760], [-1.824, 0.152, 1.732], [-1.924, 1.200, 3.169], [0.238, -0.250, 2.341], [1.596, 0.794, 3.781], [0.019, 1.073, 4.577], [1.352, 3.122, 4.476], [-0.127, 3.306, 3.513], [1.317, 5.126, 0.739], [-0.048, 4.707, 1.781], [0.872, 3.346, -0.808], [-0.694, 4.165, -0.493], [-0.590, 1.605, -0.397], [1.280, -3.151, 1.393], [0.414, -2.511, 0.297], [0.630, -3.231, -1.045], [0.765, -1.213, 0.144], [1.034, -4.203, 1.502], [1.112, -2.639, 2.338], [2.332, -3.038, 1.125], [-0.656, -2.582, 0.571], [1.621, -2.959, -1.426], [-0.134, -2.920, -1.757], [0.565, -4.309, -0.914], [-4.605, -0.486, -2.649], [-4.028, -0.066, -1.531], [-3.379, 1.072, -1.859], [-4.967, 0.295, -0.654], [-2.737, -1.241, -0.773], [-1.663, -0.330, -0.522], [-2.506, -2.274, -1.735], [-3.372, -1.753, 0.575], [-4.608, -2.692, 0.274], [-5.296, -2.319, -0.924], [-5.386, -2.946, 1.444], [-3.826, -4.381, -0.126], [-3.965, -4.737, -1.398], [-2.525, -4.421, 0.176], [-4.411, -5.344, 0.605]]}



No. 4
{"formula": "C18H28HgO16PS", "method": "ωB97M-V/def2-TZVPD", "fmax_ev_per_a": 2.262, "homo_ev": -2.800, "gap_ha": 0.176, "total_charge": -1, "species": ["Hg", "P", "O", "O", "O", "O", "C", "C", "O", "S", "O", "O", "O", "H", "H", "H", "H", "O", "C", "O", "C", "C", "C", "H", "H", "H", "H", "H", "H", "O", "C", "O", "C", "C", "C", "H", "H", "H", "H", "H", "H", "O", "C", "O", "C", "C", "C", "H", "H", "H", "H", "H", "H", "O", "C", "O", "C", "C", "C", "H", "H", "H", "H", "H", "H"], "xyz": [[-0.793, -1.435, 0.662], [-2.322, -2.883, 2.004], [-1.892, -3.417, 0.601], [-2.807, -1.406, 1.672], [-0.839, -2.579, 2.564], [-3.246, -3.766, 2.794], [1.348, 2.678, -0.859], [0.939, 1.370, -1.548], [-0.104, 1.675, -2.450], [-0.226, 3.271, -2.666], [-1.604, 3.585, -2.747], [0.734, 3.722, -3.633], [0.364, 3.654, -1.217], [2.320, 2.961, -1.270], [1.394, 2.563, 0.220], [0.583, 0.645, -0.819], [1.698, 0.744, -2.032], [1.251, -2.673, 0.055], [2.115, -2.627, -0.773], [1.850, -2.272, -2.058], [3.035, -2.275, -2.826], [4.054, -3.213, -2.143], [3.418, -3.327, -0.734], [3.528, -1.303, -2.962], [2.785, -2.587, -3.839], [5.078, -2.863, -2.107], [3.950, -4.172, -2.649], [4.075, -3.090, 0.106], [3.223, -4.380, -0.512], [1.085, -0.139, 1.502], [1.909, -0.230, 2.368], [2.584, 0.795, 2.857], [3.351, 0.411, 4.024], [3.458, -1.142, 3.914], [2.179, -1.479, 3.124], [2.722, 0.610, 4.892], [4.286, 0.948, 3.924], [3.524, -1.655, 4.869], [4.350, -1.367, 3.322], [1.356, -1.465, 3.858], [2.007, -2.437, 2.644], [-1.487, 0.907, 0.511], [-1.633, 2.005, 0.967], [-0.709, 2.593, 1.727], [-0.985, 4.021, 1.842], [-2.441, 4.154, 1.470], [-2.773, 2.948, 0.572], [-0.274, 4.447, 1.133], [-0.757, 4.342, 2.856], [-2.564, 5.137, 1.005], [-3.081, 4.176, 2.352], [-2.737, 3.204, -0.481], [-3.628, 2.387, 0.944], [-1.136, -1.407, -1.787], [-2.260, -1.099, -2.086], [-2.509, -0.376, -3.194], [-3.911, -0.346, -3.433], [-4.574, -0.553, -2.073], [-3.490, -1.336, -1.283], [-4.135, -1.209, -4.075], [-4.225, 0.539, -3.982], [-5.490, -1.144, -2.118], [-4.855, 0.392, -1.605], [-3.749, -2.371, -1.083], [-3.313, -0.863, -0.310]]}